2 unconnected molecules or ions with the total composition C2HNOS, computed with the ωB97M-V functional and the def2-TZVPD basis.

Element x y z (Å)
C -0.43714 1.27992 0.77848
C -1.71402 -0.66263 -0.00162
N -1.00106 0.25466 0.39749
O -2.26554 -1.57061 -0.34688
S 2.54633 0.20444 0.27756
H 2.87144 0.49421 -1.10503

For the LUMO energy (spin up / spin down), the calculation gives -0.0283 / -0.0732 hartree. Its energy above the lowest of the compared OMol25 structures with the same formula, charge and spin is 120.3 kcal per mole. The orbital gap (spin up / spin down) comes out at 8.700 / 5.678 eV. The calculation puts the HOMO energy (spin up / spin down) at -9.471 / -7.669 eV.

Need the natural (NBO) charges? In units of e they are:
1. C 0.322
2. C 0.875
3. N -0.684
4. O -0.381
5. S -0.251
6. H 0.119